# 1
ORCA calculation (ωB97M-V/def2-TZVPD) on a molecular structure, C16H29AsNO4 at a distorted geometry.

Output
E_LUMO   2.30 eV
E_tot   -3217.8814 a.u.
Charge   -1
Spin multiplicity   1
Energy relative to the best compared isomer or geometry (same formula, charge and spin)   248.38 kcal/mol

Structure (XYZ):
```
51
Properties=species:S:1:pos:R:3:forces:R:3
C 0.209366 -0.661734 3.620456 -0.6 0.5 -1.3
C 0.672733 -0.391154 2.036758 0.9 -1.7 1.3
C 2.076710 -1.216712 1.731905 -1.0 0.0 2.9
As 2.516834 -1.409599 -0.230001 0.5 0.7 0.8
C 2.996809 -1.339304 -2.189388 1.7 -1.1 -3.4
C 2.709400 -2.721907 -3.020903 0.8 -1.3 0.2
N 3.245176 -3.953409 -2.735116 -2.3 3.9 -2.0
C 0.943776 -2.676411 -0.530773 -1.4 -1.1 1.4
O 0.016035 -1.970338 -1.424835 -0.6 -2.7 -1.7
C -0.773976 -2.884519 -2.261286 -0.6 -0.5 0.8
O -0.932283 -2.419732 -3.672699 -0.4 1.4 2.6
C -1.423217 -1.034644 -3.724880 -0.1 1.0 -0.9
C -2.939784 -0.808446 -3.145502 -0.4 0.7 -1.5
O -3.042123 0.497195 -2.419404 0.9 -0.5 -1.6
O 0.801606 1.073742 1.910988 -2.4 -1.0 -0.5
C -0.518941 1.543983 1.465263 -0.6 1.3 -1.1
C -0.928737 3.050050 1.978209 -1.2 3.1 1.9
C -0.395335 4.465761 1.325104 -3.1 -0.3 3.7
C -0.985329 5.874748 1.977315 -1.5 -3.0 1.5
C -2.084783 5.912030 3.223846 1.3 -4.1 -1.3
C -2.605313 4.493560 3.897285 3.0 -0.1 -3.8
C -2.014754 3.107713 3.248993 0.7 3.0 -1.1
H -0.178052 -1.765295 3.655680 0.8 2.1 0.4
H -0.676532 0.098663 3.859572 1.7 -1.7 -0.3
H 1.090611 -0.421934 4.354231 -1.7 -0.7 -1.5
H -0.129183 -0.850826 1.287131 1.5 1.3 1.5
H 1.912197 -2.297828 2.209565 0.3 2.2 -0.8
H 2.979379 -0.727307 2.321881 -1.8 -0.8 -1.2
H 1.586896 -0.157148 -0.485275 -0.3 0.1 -0.1
H 3.764011 -0.475274 0.034236 0.2 0.3 -0.1
H 3.422616 -2.678887 0.021291 0.1 -0.1 0.0
H 4.175979 -1.160239 -2.242538 -2.4 -0.5 0.3
H 2.521747 -0.394059 -2.720509 0.7 -2.1 1.0
H 1.955030 -2.634859 -3.941586 1.4 -0.1 2.0
H 2.835925 -4.596235 -3.475133 0.5 0.8 1.1
H 0.405152 -2.821136 0.524744 0.9 0.2 -2.1
H 1.255628 -3.749481 -0.876270 -0.6 2.1 0.2
H -0.339342 -3.978744 -2.342356 -0.4 2.4 0.1
H -1.826574 -3.008881 -1.711762 1.9 0.4 -1.4
H -1.465550 -0.744404 -4.882218 0.2 -0.9 2.4
H -0.678758 -0.238917 -3.246721 -1.5 -2.0 -0.6
H -3.368673 -1.689713 -2.506705 1.1 2.0 -0.9
H -3.662447 -0.711306 -4.090610 1.5 -0.4 1.9
H -2.613667 1.230027 -2.979842 -0.9 -2.0 1.1
H -0.469702 1.591029 0.275878 -0.3 -0.2 2.4
H -1.418438 0.831715 1.793468 2.1 1.5 -0.6
H 0.371797 4.458369 0.430325 -1.8 0.1 2.1
H -0.663326 6.910436 1.533893 -0.6 -2.3 0.9
H -2.523610 6.907430 3.657534 1.1 -2.0 -1.1
H -3.400659 4.469134 4.781843 2.0 0.1 -2.2
H -2.406326 2.074796 3.698916 1.0 2.5 -1.2
```
Positions in Å, forces in eV/Å.

# 2
ORCA calculation (ωB97M-V/def2-TZVPD) on a molecular structure, C20H18Cl2F5N2O5TeZr.

Output
E_LUMO   -4.93 eV
E_tot   -2993.4327 a.u.
Charge   +1
Spin multiplicity   1
Energy relative to the best compared isomer or geometry (same formula, charge and spin)   45.66 kcal/mol

Structure (XYZ):
```
54
Properties=species:S:1:pos:R:3:forces:R:3
Zr -1.542989 0.458112 0.364661 0.0 -0.5 0.2
Cl -8.723772 3.229019 -3.139536 0.0 0.0 0.0
C -7.257662 2.678760 -2.423797 0.1 0.0 0.0
C -7.173271 2.581689 -1.039458 0.0 0.0 0.0
C -6.000002 2.133631 -0.467798 0.0 0.0 0.0
C -4.917976 1.794599 -1.280497 0.0 0.0 0.0
C -5.012127 1.901203 -2.667423 0.1 0.0 0.0
C -6.186773 2.340992 -3.243382 0.0 0.0 0.0
C -3.690994 1.307436 -0.669261 0.0 -0.1 0.0
O -2.632029 1.057208 -1.369709 0.2 0.1 0.1
O -3.599329 1.089212 0.586797 0.2 0.0 0.0
H -8.022630 2.853111 -0.429195 0.0 0.0 0.0
H -5.910645 2.040233 0.605678 0.0 0.0 0.0
H -4.162657 1.636019 -3.281674 0.0 0.0 0.0
H -6.284472 2.425836 -4.316088 0.0 0.0 0.0
F 0.551190 4.042665 0.947437 0.0 0.0 -0.1
Te 0.784358 2.249080 1.308634 0.0 0.3 -0.2
F 0.824795 2.655060 3.088744 -0.1 0.0 0.0
F -1.239303 2.490792 1.283059 0.1 0.1 0.2
F 2.545928 2.732220 0.887210 0.0 0.0 0.0
F -0.551111 0.474521 2.164592 -0.3 -0.2 -0.3
O 0.338970 1.389257 -0.230703 0.1 -0.2 0.1
Cl -1.583106 -7.211364 -3.113373 0.0 0.0 0.0
C -1.539044 -5.705496 -2.280858 0.0 0.1 0.0
C -2.704566 -5.211657 -1.706979 0.0 0.0 0.0
C -2.667423 -4.003212 -1.040403 0.0 0.0 0.0
C -1.469480 -3.294713 -0.955261 0.0 -0.1 0.1
C -0.306214 -3.800811 -1.534294 0.0 0.0 0.0
C -0.337623 -5.010056 -2.198647 0.0 0.0 0.0
C -1.435532 -2.009699 -0.269179 0.1 0.0 0.0
O -0.380384 -1.278107 -0.232999 -0.3 0.2 -0.2
O -2.473368 -1.504042 0.285134 0.0 0.3 0.0
H -3.622761 -5.775655 -1.787603 0.0 0.0 0.0
H -3.559718 -3.598642 -0.582730 0.0 0.0 0.0
H 0.612648 -3.235594 -1.462247 0.0 0.0 0.0
H 0.551448 -5.420395 -2.655492 0.0 0.0 0.0
N 1.894415 0.549073 1.946758 0.0 0.0 -0.1
C 3.058641 0.397081 1.930104 0.0 0.1 0.1
N 4.308475 0.173037 1.963944 0.0 0.0 0.0
C 5.106598 0.568335 3.154855 0.0 0.0 0.0
C 6.020158 1.718826 2.762420 0.0 0.0 0.0
C 6.801538 1.414189 1.461794 0.0 0.0 0.0
C 6.525130 0.007653 0.928333 0.0 0.0 0.0
C 5.038732 -0.238206 0.726121 0.0 0.0 0.0
H 5.660171 -0.313146 3.474433 0.0 0.0 0.0
H 4.415706 0.839986 3.950101 0.0 0.0 0.0
H 6.695978 1.912808 3.595204 0.0 0.0 0.0
H 5.410906 2.614640 2.636409 0.0 0.0 0.0
H 7.871374 1.521498 1.631911 0.0 0.0 0.0
H 6.536740 2.144255 0.695428 0.0 0.0 0.0
H 6.939385 -0.748606 1.597600 0.0 0.0 0.0
H 7.015615 -0.135981 -0.034162 0.0 0.0 0.0
H 4.824519 -1.288904 0.533874 0.0 0.0 0.0
H 4.653540 0.362248 -0.098488 0.0 0.0 0.0
```
Positions in Å, forces in eV/Å.

# 3
ORCA calculation (ωB97M-V/def2-TZVPD) on 4 unconnected molecules or ions with the total composition C20H34Cl2FN3O7S at a distorted geometry.

Output
E_LUMO   -0.20 eV
E_tot   -2891.5468 a.u.
Spin multiplicity   1

Structure (XYZ):
```
68
Properties=species:S:1:pos:R:3:forces:R:3
C -3.066470 3.922628 2.961878 4.4 -1.5 -5.6
C -2.486936 3.589618 1.815327 -2.1 2.2 5.4
C -1.640015 3.424266 0.429851 -1.4 -0.3 2.5
C -2.600043 3.060531 -0.827625 1.7 1.5 -1.1
C -2.241814 4.295600 -1.859359 0.6 0.8 -1.2
C -2.904911 5.687438 -1.373184 -2.6 0.6 -0.6
C -4.216610 6.155332 -1.710490 2.6 -0.4 1.0
O -4.056297 3.124573 -0.658349 -0.3 -1.8 -2.0
S -4.684023 2.397886 -2.076537 -3.0 -1.3 -4.3
O -4.982873 3.292869 -3.254916 1.2 -1.8 4.3
O -5.745226 1.339012 -1.876610 3.7 3.6 0.8
O -3.280500 1.570808 -2.636152 0.5 1.3 2.6
C -2.385423 1.591697 -1.469678 0.8 -0.2 1.3
F -0.953016 1.517078 -1.698976 -3.1 0.0 -0.6
C -2.834132 0.279744 -0.648460 -0.4 -1.4 0.2
Cl -1.865683 0.024060 0.928224 -0.9 1.0 -1.3
C -2.658726 -1.113838 -1.506837 1.6 0.5 -0.8
C -1.200765 -1.806509 -1.265618 -0.4 -0.5 -0.7
Cl -4.063211 -2.275391 -1.097928 1.3 1.1 -0.2
H -3.175528 4.276167 4.062645 -0.1 -1.0 -2.7
H -0.860987 2.597756 0.607130 -1.4 1.1 -0.4
H -1.035504 4.409374 0.273112 -1.5 -1.8 0.2
H -1.089891 4.488169 -1.896651 -2.0 -0.7 0.2
H -2.538088 4.051617 -2.955158 0.2 0.4 2.0
H -2.268436 6.369329 -0.685652 -1.2 -1.5 -1.0
H -4.634269 7.061576 -1.110367 1.0 -1.6 -1.4
H -4.900007 5.722002 -2.524954 1.3 0.3 1.6
H -3.946393 0.284082 -0.312600 2.0 0.6 -0.7
H -2.723054 -0.929598 -2.652391 -0.3 0.0 2.2
H -0.932277 -2.479876 -2.179889 -0.7 1.3 1.6
H -0.349180 -1.015594 -1.198900 -1.8 -1.4 0.1
H -1.231744 -2.514544 -0.355518 0.2 1.4 -1.4
C 4.114528 -3.352668 -3.322918 0.1 0.2 0.1
N 3.213421 -2.728108 -2.376425 -0.9 -0.7 0.2
C 3.512265 -1.391848 -1.901538 -0.3 0.1 0.1
C 2.091931 -3.360060 -1.918602 0.6 0.4 -0.1
O 1.293282 -2.892707 -1.123738 0.6 -0.1 -0.1
H 5.107282 -3.426921 -2.871656 0.0 0.0 -0.2
H 4.166001 -2.736083 -4.224166 0.1 -0.2 0.0
H 3.767861 -4.352379 -3.592471 0.0 0.1 0.1
H 3.619524 -1.415266 -0.814223 0.0 0.2 -0.1
H 2.682794 -0.727143 -2.158813 0.1 0.1 0.1
H 4.433574 -1.021107 -2.353009 -0.1 -0.2 0.1
H 1.961148 -4.368860 -2.342926 0.1 0.0 0.0
C 6.302519 0.028511 2.505561 0.0 0.2 -0.2
N 6.443738 -0.067129 1.067168 -0.1 -0.9 -0.3
C 6.716500 1.137010 0.307492 0.0 -0.2 -0.3
C 6.327712 -1.257672 0.405426 0.1 0.5 0.2
O 6.434876 -1.408042 -0.799438 0.0 0.3 0.3
H 5.474283 0.703379 2.736972 0.1 -0.1 0.2
H 7.229130 0.426245 2.927703 -0.1 0.0 0.2
H 6.100205 -0.950177 2.945059 0.0 0.1 -0.1
H 5.915074 1.290199 -0.420132 0.1 0.1 0.0
H 7.660220 1.014561 -0.230409 -0.1 0.2 0.0
H 6.781134 2.002140 0.969783 0.0 -0.2 0.0
H 6.120538 -2.106544 1.077078 0.0 0.1 0.1
C -2.464326 -2.346853 2.846094 -0.2 -0.3 0.2
N -2.356327 -3.497778 3.719436 0.9 -0.2 0.1
C -3.568654 -4.116105 4.217961 0.2 -0.2 0.1
C -1.146190 -4.017576 4.086922 -0.5 0.0 0.0
O -0.984439 -4.980498 4.815972 -0.3 0.3 -0.2
H -2.993297 -1.549106 3.374409 0.0 0.1 -0.2
H -3.026090 -2.631164 1.952364 0.1 0.2 -0.1
H -1.477975 -1.986936 2.549290 -0.1 -0.2 0.1
H -3.562942 -4.084857 5.310773 -0.1 -0.1 -0.1
H -3.595621 -5.160711 3.896882 -0.1 0.1 0.1
H -4.449257 -3.593217 3.840406 0.2 0.0 0.0
H -0.292390 -3.472394 3.652345 -0.1 0.1 -0.1
```
Positions in Å, forces in eV/Å.

no.,HOMO level (eV)
1,-3.668
2,-11.723
3,-8.957